Record 1
Computed, not measured: C32H26N5OS2Tl as an isolated structure, with the ωB97M-V functional and the def2-TZVPD basis.

Positions of all 67 atoms, in Å:
Tl 0.152 -0.038 -1.652
N 4.756 0.100 0.070
C 3.546 0.020 -0.470
N 2.422 0.074 0.194
C 2.489 0.219 1.547
N 1.414 0.183 2.304
N 0.178 0.361 1.905
C -0.310 1.711 1.534
C -1.716 1.647 0.989
C -2.739 2.338 1.612
C -4.012 2.289 1.057
C -4.209 1.545 -0.092
C -3.121 0.883 -0.646
N -1.898 0.934 -0.126
C 3.766 0.312 2.220
C 3.892 0.466 3.610
C 5.139 0.554 4.177
C 6.288 0.490 3.375
C 6.191 0.339 2.011
C 4.923 0.251 1.440
H 5.570 0.047 -0.527
H 3.513 -0.097 -1.548
H -0.305 2.312 2.448
H -2.542 2.922 2.502
H -4.831 2.828 1.515
H -5.181 1.477 -0.560
H -3.241 0.297 -1.551
H 2.998 0.508 4.216
H 5.242 0.672 5.247
H 7.265 0.559 3.834
H 7.077 0.289 1.390
S 0.811 2.571 0.360
C -0.019 4.146 0.401
C -0.924 4.474 -0.602
C -1.581 5.695 -0.557
C -1.337 6.576 0.489
C -0.425 6.247 1.484
C 0.242 5.032 1.441
H -1.104 3.784 -1.417
H -2.277 5.962 -1.341
H -1.849 7.528 0.522
H -0.225 6.942 2.288
H 0.969 4.777 2.202
O -0.028 -1.840 0.057
S -0.479 -2.825 1.110
C -0.329 -1.940 2.633
C 0.192 -2.548 3.726
C 0.204 -1.888 4.977
C -0.427 -0.632 5.113
C -0.960 0.009 4.045
C -0.807 -0.523 2.651
C -2.271 -2.851 1.009
C -3.020 -3.338 2.074
C -4.398 -3.409 1.948
C -5.013 -3.011 0.767
C -4.251 -2.544 -0.294
C -2.870 -2.463 -0.178
H 0.563 -3.564 3.652
H 0.634 -2.378 5.838
H -0.513 -0.190 6.097
H -1.479 0.952 4.167
H -1.739 -0.436 2.087
H -2.540 -3.657 2.991
H -4.992 -3.783 2.770
H -6.088 -3.079 0.671
H -4.732 -2.258 -1.221
H -2.260 -2.120 -1.003

Output
Spin multiplicity: 1
Charge: +2
LUMO energy (alpha / beta): -7.211 / -6.630 eV
Frontier orbital gap (alpha / beta): 6.0 / 7.4 eV
E: -69452.3908 eV


Record 2
Computed, not measured: a 3-piece molecular cluster, C6H16O2 overall at a distorted geometry, with the ωB97M-V functional and the def2-TZVPD basis.

Positions of all 24 atoms, in Å:
C -1.151 -1.610 0.682
C -0.971 -0.313 -0.047
C 0.126 0.385 -0.269
C 0.142 1.783 -0.818
C 1.316 2.138 -1.767
C 2.058 0.927 -2.386
H -2.158 -1.683 1.082
H -0.500 -1.879 1.516
H -0.970 -2.428 -0.026
H -1.909 0.062 -0.449
H 1.090 -0.017 0.001
H -0.815 2.081 -1.237
H 0.284 2.350 0.079
H 1.047 2.785 -2.601
H 2.017 2.737 -1.175
H 2.967 1.322 -2.841
H 1.336 0.471 -3.047
H 2.349 0.133 -1.706
O 0.119 1.431 6.206
H -0.631 1.144 6.730
H 0.238 0.825 5.471
O -1.521 -3.838 -2.360
H -0.779 -4.421 -2.565
H -2.068 -4.277 -1.698

Output
Spin multiplicity: 1
LUMO energy: 0.706 eV
Frontier orbital gap: 9.6 eV
SMILES: C/C=C/CCC.O.O
E: -10575.3325 eV
Relative energy (zero: lowest compared OMol25 entry of this formula, charge and spin): 27.87 kcal per mole


Record 3
Computed, not measured: a 5-piece molecular cluster, C24H44F6N8P overall at a distorted geometry, with the ωB97M-V functional and the def2-TZVPD basis.

Positions of all 83 atoms, in Å:
C 0.454 -9.682 -19.740
C -0.062 -9.444 -18.294
N 1.139 -9.042 -17.521
C 2.361 -9.648 -17.551
C 3.250 -8.959 -16.753
N 2.515 -8.065 -16.057
C 1.240 -8.065 -16.571
C 3.081 -6.942 -15.263
H 1.033 -8.823 -20.080
H -0.365 -9.606 -20.455
H 0.984 -10.628 -19.850
H -0.511 -10.331 -17.847
H -0.776 -8.621 -18.272
H 2.607 -10.518 -18.142
H 4.301 -9.152 -16.596
H 0.512 -7.293 -16.372
H 3.162 -7.377 -14.267
H 2.568 -5.980 -15.254
H 4.093 -6.723 -15.605
C -7.981 -16.761 -25.579
C -6.916 -17.720 -25.090
N -6.425 -17.564 -23.772
C -6.443 -18.540 -22.814
C -5.601 -18.228 -21.763
N -5.051 -16.963 -22.082
C -5.618 -16.595 -23.257
C -4.217 -16.119 -21.288
H -8.627 -16.347 -24.805
H -8.677 -17.207 -26.289
H -7.610 -15.827 -26.001
H -6.170 -17.574 -25.871
H -7.333 -18.727 -25.110
H -7.076 -19.403 -22.953
H -5.315 -18.859 -20.935
H -5.379 -15.684 -23.786
H -3.190 -15.955 -21.613
H -4.099 -16.372 -20.234
H -4.714 -15.149 -21.296
C 0.134 -9.725 -13.459
C -0.114 -10.774 -14.620
N -1.046 -11.736 -14.176
C -0.804 -12.640 -13.115
C -1.891 -13.517 -12.960
N -2.832 -13.112 -13.877
C -2.318 -12.099 -14.645
C -4.176 -13.750 -13.948
H 1.027 -9.129 -13.643
H 0.219 -10.071 -12.429
H -0.629 -8.949 -13.525
H 0.773 -11.398 -14.732
H -0.463 -10.358 -15.565
H 0.146 -12.662 -12.602
H -2.079 -14.352 -12.301
H -2.779 -11.796 -15.574
H -4.823 -13.071 -14.503
H -4.706 -13.886 -13.005
H -4.071 -14.784 -14.276
C -7.115 -13.086 -17.357
C -7.137 -11.583 -17.791
N -6.269 -11.290 -18.852
C -6.100 -11.994 -20.004
C -5.013 -11.375 -20.631
N -4.586 -10.257 -20.001
C -5.336 -10.218 -18.883
C -3.575 -9.336 -20.412
H -6.922 -13.726 -18.218
H -8.108 -13.289 -16.956
H -6.351 -13.202 -16.589
H -6.966 -10.959 -16.914
H -8.154 -11.355 -18.110
H -6.716 -12.818 -20.333
H -4.546 -11.760 -21.525
H -5.331 -9.443 -18.131
H -2.560 -9.725 -20.486
H -3.444 -8.643 -19.582
H -3.907 -8.852 -21.331
P -2.719 -13.429 -18.271
F -3.978 -14.205 -18.897
F -3.718 -12.455 -17.572
F -2.769 -14.258 -16.827
F -1.449 -12.631 -17.577
F -1.799 -14.620 -18.960
F -2.627 -12.527 -19.596

Output
Spin multiplicity: 1
Charge: +3
LUMO energy: -6.366 eV
Frontier orbital gap: 10.0 eV
E: -63097.9018 eV
Relative energy (zero: lowest compared OMol25 entry of this formula, charge and spin): 35.80 kcal per mole


Record 4
Computed, not measured: an isolated ion of composition C13H33FN7O5P2 and charge +1 at a distorted geometry, with the ωB97M-V functional and the def2-TZVPD basis.

Positions of all 61 atoms, in Å:
C 3.599 1.257 2.180
C 4.542 0.758 1.080
C 3.994 -0.409 0.215
F 4.708 -1.526 0.559
N 2.606 -0.770 0.545
C 1.566 -0.439 -0.156
N 0.325 -0.841 0.175
C 0.256 -2.063 1.007
N 0.468 -1.731 2.435
C -0.482 -2.528 3.263
C -0.661 -0.696 -0.924
C -1.852 0.185 -0.460
C -2.358 -0.156 0.961
C -3.735 0.423 1.281
C -3.773 1.958 1.299
O -5.107 2.399 1.513
P -1.097 -2.265 -1.828
N 0.132 -3.203 -1.872
O -1.461 -1.898 -3.345
O -2.435 -2.910 -1.195
C 0.273 0.088 -1.914
P -0.498 1.336 -3.027
N -0.710 2.743 -2.373
O -1.940 0.811 -3.478
O 0.465 1.437 -4.315
N 1.569 0.333 -1.293
C 2.056 1.705 -1.160
N 1.335 2.388 -0.092
H 3.537 0.565 3.025
H 2.580 1.439 1.848
H 3.995 2.200 2.559
H 4.818 1.584 0.421
H 5.470 0.417 1.539
H 4.049 -0.225 -0.857
H 2.516 -1.321 1.385
H 1.034 -2.758 0.675
H -0.708 -2.553 0.946
H 1.375 -2.089 2.723
H -0.279 -3.594 3.108
H -0.348 -2.245 4.305
H -1.514 -2.301 2.998
H -1.508 1.221 -0.430
H -2.699 0.095 -1.144
H -2.333 -1.239 1.114
H -1.652 0.279 1.677
H -3.975 0.110 2.305
H -4.523 -0.013 0.656
H -3.187 2.330 2.144
H -3.339 2.344 0.368
H -5.683 1.647 1.334
H -0.125 -4.094 -1.455
H -2.377 -1.573 -3.408
H -2.497 -2.789 -0.236
H 0.516 -0.705 -2.648
H -0.197 3.458 -2.879
H -2.459 1.628 -3.591
H 0.810 2.339 -4.383
H 3.104 1.717 -0.862
H 2.025 2.245 -2.109
H 1.422 3.393 -0.160
H 0.369 2.097 -0.049

Output
Spin multiplicity: 1
Charge: +1
LUMO energy: -2.370 eV
Frontier orbital gap: 9.8 eV
SMILES: CC[C@@H](F)NC1=[N+](CNC)[C@](CCCCO)(P(=N)(O)O)[C@@H](P(=N)(O)O)N1CN
E: -55975.1512 eV


Record 5
Computed, not measured: a 2-piece molecular cluster, C5H13NO overall, with the ωB97M-V functional and the def2-TZVPD basis.

Positions of all 20 atoms, in Å:
C 2.582 -0.213 0.396
C 1.368 -0.681 1.178
C 0.061 -0.078 0.739
C -0.057 1.003 -0.037
N -1.221 1.648 -0.407
C -2.490 1.016 -0.138
H 2.769 0.857 0.522
H 3.493 -0.722 0.727
H 2.463 -0.411 -0.672
H 1.525 -0.479 2.249
H 1.300 -1.771 1.112
H -0.827 -0.513 1.182
H 0.824 1.454 -0.476
H -1.142 2.027 -1.344
H -2.575 0.812 0.929
H -2.625 0.074 -0.678
H -3.297 1.700 -0.402
H -0.554 -1.442 -1.008
H -0.504 -2.253 -2.305
O -1.091 -2.029 -1.567

Output
Spin multiplicity: 2
Charge: -1
LUMO energy (alpha / beta): 4.074 / 4.037 eV
Frontier orbital gap (alpha / beta): 2.8 / 8.6 eV
E: -8931.6872 eV
⟨S²⟩: 0.7504
Relative energy (zero: lowest compared OMol25 entry of this formula, charge and spin): 24.74 kcal per mole


Record 6
Computed, not measured: H18LiO9 as an isolated structure at a distorted geometry, with the ωB97M-V functional and the def2-TZVPD basis.

Positions of all 28 atoms, in Å:
Li -0.062 -0.402 0.015
O -2.225 -0.558 -0.473
H -2.523 -0.607 -1.320
H -3.026 -0.694 0.125
O 1.417 0.015 0.660
H 2.005 0.876 0.949
H 1.965 -0.809 0.632
O 0.958 2.763 -1.758
H 0.518 1.960 -1.502
H 1.811 2.702 -2.133
O 0.177 -2.409 0.970
H -0.207 -3.219 0.780
H 1.038 -2.697 1.179
O -2.247 -1.905 2.773
H -1.603 -1.433 2.202
H -2.187 -1.501 3.680
O -0.742 0.235 1.891
H -1.418 0.783 2.229
H -0.026 0.711 2.280
O 2.781 0.804 -1.648
H 2.707 1.204 -2.413
H 2.007 0.346 -1.463
O 0.582 -0.855 -1.917
H 0.243 -1.472 -2.455
H 0.140 -0.076 -2.373
O -0.396 1.896 -0.499
H -1.360 1.899 -0.770
H -0.337 2.450 0.351

Output
Spin multiplicity: 1
Charge: +1
LUMO energy: -3.587 eV
Frontier orbital gap: 9.9 eV
E: -18917.9502 eV
Relative energy (zero: lowest compared OMol25 entry of this formula, charge and spin): 81.96 kcal per mole